59
Properties=species:S:1:pos:R:3:forces:R:3:lowdin_charge:R:1 method="wB97M-V/def2-TZVPD" orbital_gap_ha=0.2282 lumo_energy_ha=0.068 energy_ha=-2907.2335 total_charge=-1 spin_multiplicity=1
C -2.3672 -3.3280 -0.5553 0.2 0.7 -1.0 -0.13
C -2.9607 -2.6351 -1.8447 -1.2 -0.3 1.0 -0.26
C -4.0698 -1.5646 -1.4940 0.7 -0.1 0.1 -0.27
C -3.4524 -0.2805 -0.8124 -0.6 -0.4 0.3 -0.42
C -3.6926 -0.2778 0.7607 1.5 0.2 -0.4 -0.16
Al -4.0938 1.4875 -1.6045 0.3 0.0 -0.3 0.25
C -2.4172 2.4156 -2.3936 1.4 -0.5 0.4 -0.30
C -1.6605 1.4445 -3.3145 -0.8 0.9 0.2 -0.38
N -2.1658 0.8692 -4.3428 0.2 0.4 0.4 0.02
H -1.7548 -2.5873 0.0179 -0.6 -0.7 -0.3 0.05
H -3.1940 -3.7381 0.0668 0.7 0.3 -0.3 0.07
H -1.6934 -4.1420 -0.9104 -0.4 0.4 0.6 0.06
H -3.4748 -3.4588 -2.4119 0.7 0.7 0.0 0.09
H -2.1754 -2.1191 -2.4399 -0.5 -0.6 0.2 0.10
H -4.6220 -1.3421 -2.4424 0.4 0.0 0.7 0.07
H -4.8087 -2.0103 -0.7743 0.5 0.2 -0.7 0.09
H -2.3447 -0.3298 -0.9689 -0.6 0.1 0.1 0.07
H -4.5489 -0.9067 1.0904 0.4 0.6 -0.2 0.06
H -3.7659 0.7823 1.1084 -0.4 -0.9 0.0 0.03
H -2.7608 -0.6799 1.2405 -0.9 0.2 -0.1 0.04
H -5.1734 1.2746 -2.7968 -0.1 -0.1 -0.2 -0.10
H -4.7159 2.5108 -0.5254 0.0 0.1 0.3 -0.11
H -2.6386 3.4130 -2.8393 0.1 -0.8 0.0 0.04
H -1.7518 2.6038 -1.5028 -0.5 0.0 -0.7 0.03
H -0.5957 1.1993 -3.0601 -0.7 0.0 -0.1 0.07
H -3.1449 1.1917 -4.4133 0.3 -0.2 0.0 0.01
C 1.0617 -4.1235 2.4115 0.4 0.3 0.1 -0.17
C 0.7362 -4.5358 3.8340 -0.1 -0.5 -0.1 -0.18
O -0.2769 -3.6233 4.2565 0.1 0.3 -0.4 -0.19
S -1.1852 -3.2097 2.9815 0.3 -0.2 -0.2 0.60
O -2.3495 -4.0210 2.9830 0.0 0.2 0.0 -0.22
O -1.2323 -1.7969 2.9097 -0.1 -0.1 0.2 -0.21
O -0.1907 -3.7557 1.8343 -0.3 -0.2 0.5 -0.20
H 1.7165 -3.2485 2.3922 0.0 -0.1 0.0 0.14
H 1.5201 -4.9302 1.8422 -0.2 0.0 -0.1 0.13
H 1.6012 -4.4805 4.4921 -0.1 0.2 0.1 0.13
H 0.3182 -5.5458 3.8675 0.1 0.0 0.0 0.13
C 3.1143 0.8573 -3.1243 -0.7 -0.3 -0.1 -0.16
C 2.6378 1.7699 -2.0140 0.0 0.3 -0.3 -0.16
O 3.1269 1.1751 -0.8077 -0.4 -4.3 -2.4 -0.26
S 4.5329 0.4333 -1.1226 -1.1 0.3 -0.5 0.63
O 5.6075 1.2873 -0.7598 0.3 -0.6 0.0 -0.23
O 4.4448 -0.9092 -0.6610 0.2 0.2 0.2 -0.23
O 4.4236 0.4360 -2.7308 0.2 0.3 0.5 -0.19
H 2.4825 -0.0303 -3.2034 0.0 0.1 0.0 0.14
H 3.1501 1.3623 -4.0877 0.2 0.0 0.1 0.14
H 1.5529 1.8572 -1.9887 0.0 -0.1 0.2 0.13
H 3.0796 2.7646 -2.1000 0.0 0.0 0.0 0.13
C 4.1399 3.3825 3.2688 0.5 0.0 0.1 -0.17
C 3.8655 4.8300 2.9070 -0.4 0.1 0.4 -0.18
O 3.6920 4.8256 1.4908 0.2 -0.5 0.0 -0.18
S 3.0254 3.4175 1.0397 0.4 0.3 0.4 0.66
O 1.6266 3.6088 0.8975 0.1 -0.2 -0.2 -0.19
O 3.8204 2.8409 0.0191 0.7 4.2 2.3 -0.26
O 3.2891 2.6165 2.4152 -0.2 0.4 -0.2 -0.17
H 5.1758 3.1091 3.0526 0.0 0.0 0.0 0.13
H 3.9201 3.1697 4.3135 -0.2 -0.1 -0.1 0.13
H 4.6809 5.4922 3.1918 0.0 0.0 -0.3 0.13
H 2.9357 5.1822 3.3620 0.1 0.0 0.1 0.13

41
Properties=species:S:1:pos:R:3:forces:R:3:lowdin_charge:R:1 method="wB97M-V/def2-TZVPD" orbital_gap_ha=0.2128 e_above_lowest_kj_mol=0.0 lumo_energy_ha=-0.051 energy_ha=-1316.0861 smiles="CC(C)OC(=O)/N=N/C(=O)OC(C)C.C=S(C)(C)=O" spin_multiplicity=1
C 1.8200 -4.1927 -2.4766 -0.2 0.1 -0.3 -0.05
C 2.1305 -3.7191 -1.0719 0.6 0.4 -0.7 -0.40
C 1.5877 -4.6448 -0.0239 -0.4 0.0 0.5 -0.05
O 1.5653 -2.3620 -0.9563 0.5 -0.3 1.1 0.02
C 2.0227 -1.6867 0.1227 0.9 -1.4 0.1 -0.49
N 1.2496 -0.4663 0.1703 0.4 2.6 1.9 0.18
N 1.6691 0.3232 1.0748 0.0 -2.6 -2.0 0.17
C 0.9718 1.5759 1.1064 -1.4 1.9 0.0 -0.48
O 0.0550 1.9625 0.4061 1.6 -0.9 1.1 0.10
O 1.5476 2.2903 2.1034 -1.0 -0.1 -0.5 0.03
C 0.8571 3.5674 2.3928 0.6 0.3 -0.7 -0.39
C 1.8445 4.4378 3.1423 0.3 0.0 0.2 -0.05
C -0.4268 3.3519 3.1419 -0.3 -0.4 0.3 -0.04
O 2.8925 -2.0645 0.8779 -1.2 0.8 -0.9 0.12
H 2.2871 -5.1652 -2.6552 0.0 0.1 0.1 0.09
H 0.7389 -4.3063 -2.6244 0.2 0.0 0.1 0.09
H 2.1928 -3.4980 -3.2347 0.0 0.0 0.2 0.08
H 3.2208 -3.6223 -0.9451 -0.4 0.1 0.0 0.15
H 2.0346 -5.6348 -0.1450 0.0 0.1 0.0 0.09
H 1.8215 -4.2771 0.9778 -0.1 -0.1 -0.1 0.08
H 0.5008 -4.7476 -0.1286 0.2 0.0 0.0 0.09
H 0.6344 4.0274 1.4171 0.1 -0.2 0.3 0.15
H 1.4241 5.4388 3.2766 0.0 -0.1 0.0 0.09
H 2.0729 4.0344 4.1367 -0.1 0.0 -0.2 0.09
H 2.7868 4.5431 2.5968 -0.2 -0.1 0.0 0.08
H -0.9158 4.3166 3.3017 0.0 -0.1 -0.1 0.09
H -1.1097 2.7096 2.5791 0.1 0.1 0.1 0.08
H -0.2392 2.9043 4.1257 0.0 0.0 -0.2 0.09
C -4.0854 0.8715 -2.6436 -0.2 -0.1 0.4 -0.18
S -2.7410 0.8346 -1.4243 1.0 0.2 0.0 0.64
C -2.8412 -0.8691 -0.8161 -0.4 0.2 -0.1 -0.17
C -1.2795 1.0366 -2.1197 -0.5 0.2 -0.1 -0.31
O -3.1307 1.7337 -0.3316 0.3 -0.5 -0.7 -0.39
H -3.9213 0.1164 -3.4194 0.1 0.1 0.2 0.06
H -5.0280 0.6884 -2.1075 0.2 0.1 -0.2 0.06
H -4.0691 1.8758 -3.0860 0.1 -0.3 0.2 0.07
H -2.7294 -1.5648 -1.6554 0.0 0.2 0.2 0.06
H -2.0012 -0.9799 -0.1186 -0.3 0.1 -0.2 0.06
H -3.8122 -0.9953 -0.3163 0.3 -0.1 -0.1 0.06
H -0.9529 0.3016 -2.8537 -0.2 0.1 0.3 0.02
H -0.6447 1.8548 -1.7963 -0.4 -0.3 0.0 0.00

20
Properties=species:S:1:pos:R:3:forces:R:3:mulliken_spin:R:1 method="wB97M-V/def2-TZVPD" orbital_gap_ha="0.3501 / 0.2431" s_squared=0.793 e_above_lowest_kj_mol=282.9 lumo_energy_ha="-0.177 / -0.298" energy_ha=-385.8740 total_charge=+1 spin_multiplicity=2
C -2.1118 0.1650 0.1849 4.7 0.5 -0.6 -0.01
C -3.1568 0.0098 0.9938 -2.7 1.3 0.8 0.24
C 0.4100 0.1797 -0.1664 3.7 -0.8 -1.1 0.14
C -0.6993 -0.3809 0.3228 -5.9 -0.5 1.6 0.22
C 2.6871 -0.5223 -0.8544 0.0 1.7 -3.3 0.25
C 1.7239 -0.4065 0.0417 -2.4 0.6 1.5 0.09
H -1.9690 0.9658 -0.5264 -1.4 0.4 -0.3 0.00
H -4.0463 0.7068 0.8563 1.3 -0.9 -0.2 0.00
H -3.3656 -0.5679 1.9057 1.0 -0.4 -0.7 0.01
H 0.4700 0.9574 -0.8918 -0.8 0.8 -0.4 0.00
H -0.8090 -1.3275 0.8297 1.2 -0.2 0.6 0.00
H 2.6474 -0.1478 -1.9083 -0.2 -0.3 1.1 0.01
H 3.5652 -0.9972 -0.5928 1.7 -1.1 0.5 0.02
H 1.9425 -0.8442 0.9857 -0.2 -0.6 0.8 0.01
H 1.3498 4.0558 0.3383 2.1 2.0 1.5 0.00
H -0.1164 3.5602 0.6452 1.2 0.5 -0.3 0.00
O 0.6604 3.5402 0.0489 -3.3 -2.6 -1.1 0.00
H 0.1484 -3.7525 -0.8892 -1.8 -2.1 -0.2 0.00
H 0.0604 -2.2256 -0.5376 -0.4 -0.7 -0.3 0.00
O 0.6092 -2.9684 -0.7859 2.3 2.4 0.2 0.01

171
Properties=species:S:1:pos:R:3:forces:R:3:lowdin_charge:R:1 method="wB97M-V/def2-TZVPD" orbital_gap_ha=0.3357 lumo_energy_ha=0.019 energy_ha=-3930.3460 smiles="COC[C@H](C)N.COC[C@H](C)N.COC[C@H](C)N.CCOC(=O)OC.CCOC(=O)OC.CCOC(=O)OC.CCOC(=O)OC.CCOC(=O)OC.CCOC(=O)OC.CCOC(=O)OC.CCOC(=O)OC" spin_multiplicity=1
C 0.3920 3.3628 -2.7186 0.3 -0.7 0.3 -0.03
C 1.0621 4.7370 -2.4632 -2.0 -0.1 -1.1 -0.39
C 2.0834 5.0730 -3.5127 2.0 -1.2 0.7 -0.18
O 3.2520 4.2462 -3.2336 -0.1 1.1 -0.2 -0.23
C 4.2658 4.4059 -4.2112 -0.1 -1.3 0.3 -0.11
N 0.0788 5.8519 -2.5464 0.7 -0.2 0.5 0.05
H 0.1664 3.0799 -3.7468 0.1 0.6 -0.4 0.08
H -0.5525 3.2141 -2.1951 0.0 0.4 0.3 0.05
H 1.0102 2.5326 -2.3770 0.3 0.0 0.2 0.06
H 1.5199 4.6835 -1.4754 0.1 0.4 0.0 0.13
H 2.3880 6.1156 -3.4214 -0.2 0.1 -0.2 0.12
H 1.7654 4.8013 -4.5192 -0.4 0.3 -0.2 0.13
H 4.5212 5.4312 -4.4789 -0.3 0.1 0.0 0.09
H 3.9875 3.7832 -5.0614 -0.1 0.5 -0.7 0.08
H 5.1646 3.9046 -3.8524 0.1 0.2 0.4 0.08
H -0.3853 5.8170 -3.4428 0.0 0.0 -0.2 0.07
H -0.6437 5.7387 -1.8498 -0.2 0.0 0.0 0.02
C -5.2357 -3.6760 -1.1658 -0.5 0.9 0.0 -0.05
C -4.5620 -2.3927 -0.5958 0.4 -2.5 0.2 -0.41
C -5.3559 -1.0950 -0.7407 0.8 0.6 -0.9 -0.17
O -5.8976 -0.9068 -2.0603 0.6 -0.7 0.0 -0.19
C -6.7204 0.2189 -2.1668 -1.4 -0.5 0.6 -0.13
N -4.2135 -2.6742 0.7938 -0.6 0.3 1.3 0.04
H -5.6566 -3.4381 -2.1426 0.1 -0.2 -0.1 0.07
H -6.0628 -4.0158 -0.5425 -0.1 0.2 0.2 0.08
H -4.5627 -4.5302 -1.2405 0.3 0.3 -0.1 0.07
H -3.5954 -2.3263 -1.0952 -0.2 0.6 -0.9 0.10
H -4.5814 -0.3301 -0.6838 0.0 0.5 0.6 0.10
H -6.0943 -0.9110 0.0397 -0.2 -0.4 0.0 0.12
H -6.3348 1.1377 -1.7250 0.4 0.1 -0.2 0.07
H -7.6427 -0.0205 -1.6375 -0.3 0.2 0.5 0.08
H -7.1158 0.3598 -3.1728 0.9 0.0 -0.3 0.09
H -3.8731 -3.5992 1.0145 -0.6 -0.6 -0.8 0.07
H -3.4605 -2.1503 1.2163 0.1 1.1 -0.2 0.01
C -0.3496 0.7030 1.6971 0.3 -0.3 -2.1 -0.03
C -1.4088 -0.2285 1.0186 1.4 0.7 1.3 -0.36
C -0.8992 -1.0590 -0.1961 -0.7 1.8 0.1 -0.15
O -0.5422 -0.0995 -1.1937 0.2 -0.5 0.0 -0.21
C -0.2747 -0.7093 -2.4546 -0.1 1.3 0.3 -0.09
N -1.8577 -1.1179 2.0662 -0.8 -1.5 -0.9 0.05
H -0.0483 1.3270 0.8556 0.3 0.8 0.5 0.06
H 0.5432 0.1744 2.0313 -0.1 -0.4 0.0 0.06
H -0.7067 1.2642 2.5605 -0.4 0.1 -0.4 0.07
H -2.1839 0.4272 0.6221 -0.3 -0.2 0.1 0.10
H -1.7475 -1.6222 -0.5852 -0.1 -0.4 0.1 0.10
H -0.0733 -1.7311 0.0366 0.1 0.0 0.1 0.10
H -0.0499 0.0947 -3.1553 0.3 0.1 0.1 0.08
H -1.1890 -1.1431 -2.8596 0.1 -0.8 0.1 0.08
H 0.6175 -1.3306 -2.3766 -0.3 -0.5 -0.3 0.08
H -1.1127 -1.7997 2.0818 0.0 -0.3 0.8 0.06
H -1.9328 -0.6812 2.9738 0.1 0.1 -0.1 0.04
C -3.3760 2.2629 -1.5304 1.0 0.0 0.2 -0.03
C -3.2862 2.7695 -0.0610 -1.7 -0.1 -1.9 -0.20
O -2.0293 3.1596 0.3712 2.1 -0.9 0.8 0.04
C -1.5009 4.3282 0.1109 0.1 2.7 0.3 -0.56
O -2.0112 5.2053 -0.5791 0.6 -1.1 0.7 0.09
O -0.3590 4.4807 0.8397 -0.7 -1.9 -0.6 -0.04
C 0.3861 5.7059 0.9980 -1.5 -0.3 -0.9 0.00
H -2.8759 1.3073 -1.6880 0.0 -0.3 0.4 0.06
H -2.8211 2.9095 -2.2101 -0.4 0.5 0.0 0.07
H -4.4035 2.1417 -1.8736 0.0 0.3 0.2 0.06
H -3.5941 1.9478 0.5856 0.0 0.4 0.2 0.08
H -3.9389 3.6384 0.0243 -0.3 -0.1 0.2 0.13
H -0.3685 6.3935 1.3800 0.7 0.5 0.4 0.10
H 0.7301 6.0642 0.0278 0.2 0.0 0.1 0.07
H 1.2036 5.4283 1.6633 -0.2 0.4 0.0 0.09
C 3.9296 1.7410 -1.6776 0.0 -0.1 -1.0 -0.06
C 3.3664 0.4332 -1.1743 1.1 -0.6 -0.9 -0.20
O 4.0104 0.0231 0.0208 0.2 -0.1 2.4 -0.01
C 5.3056 -0.3622 0.0711 -0.2 0.1 -2.8 -0.58
O 5.9645 -0.6017 -0.9336 -0.3 0.2 1.3 0.10
O 5.6781 -0.4244 1.3224 0.4 0.6 0.9 0.01
C 7.0434 -0.7002 1.7548 -1.0 -0.8 -0.1 0.01
H 4.9668 1.6514 -2.0006 0.2 -0.2 0.4 0.07
H 3.8477 2.5894 -0.9983 -0.2 -0.2 0.1 0.08
H 3.4181 2.0007 -2.6045 -0.3 0.1 0.2 0.05
H 3.5346 -0.4135 -1.8398 0.0 0.4 -0.7 0.11
H 2.2855 0.4845 -1.0432 0.1 0.0 0.7 0.11
H 7.2482 -0.0596 2.6125 -0.1 0.2 -0.3 0.09
H 7.8072 -0.6257 0.9808 -0.4 0.2 -0.1 0.10
H 6.9556 -1.7240 2.1185 0.5 0.0 0.0 0.08
C 5.8288 -5.6904 3.5829 0.3 0.7 0.9 -0.06
C 5.8331 -4.1829 3.9417 -1.1 -0.3 0.5 -0.19
O 5.0548 -3.2967 3.0931 -1.1 -0.3 -0.5 -0.01
C 3.6925 -3.4270 3.0279 -1.3 -2.0 0.6 -0.47
O 2.9712 -4.1989 3.7166 2.4 2.7 -2.2 0.07
O 3.2855 -2.6429 1.9934 1.7 -0.6 1.2 -0.01
C 1.9588 -2.6397 1.5279 -0.7 -0.1 0.6 -0.05
H 6.1185 -5.9112 2.5556 -0.3 0.1 0.0 0.08
H 4.9311 -6.2052 3.9254 -0.4 0.3 -0.6 0.07
H 6.5661 -6.1430 4.2459 0.5 0.1 -0.1 0.07
H 6.8334 -3.7508 3.9726 -0.1 -0.1 -0.5 0.11
H 5.4181 -4.0213 4.9366 0.1 -0.4 0.2 0.12
H 1.5191 -3.6339 1.6075 0.0 -0.1 -0.2 0.10
H 1.9772 -2.2707 0.5024 0.2 -0.2 0.1 0.09
H 1.3660 -1.9608 2.1409 -0.1 0.1 0.0 0.07
C -0.6649 1.6427 5.7955 -0.2 0.4 -0.6 -0.05
C 0.2519 0.6696 6.4407 1.3 0.3 0.7 -0.23
O -0.2561 -0.6335 6.4272 -1.2 -2.0 0.6 0.03
C -0.1247 -1.4511 5.3867 0.1 0.7 -0.4 -0.58
O 0.3450 -1.1217 4.3231 0.1 -0.4 -0.1 0.11
O -0.6196 -2.6363 5.7253 -0.3 -0.5 -0.3 0.01
C -0.6026 -3.7671 4.8044 0.7 -0.3 1.0 0.00
H -0.6098 1.4112 4.7319 -0.7 0.2 -0.1 0.06
H -0.3940 2.6913 5.9190 0.5 -0.1 0.1 0.08
H -1.6694 1.5595 6.2106 -0.1 -0.3 -0.3 0.08
H 0.3839 0.8574 7.5063 0.1 0.2 0.0 0.13
H 1.2430 0.6025 5.9920 0.1 0.5 -0.2 0.13
H 0.2095 -4.4271 5.1091 0.5 0.4 -0.2 0.09
H -0.4776 -3.5304 3.7478 -0.3 0.3 0.3 0.08
H -1.4550 -4.3923 5.0701 -0.5 0.6 -0.5 0.09
C -5.1233 -1.4320 7.7503 -0.8 -1.7 0.1 -0.07
C -4.2182 -1.1628 6.5909 1.4 0.8 1.4 -0.26
O -5.0655 -0.6671 5.6123 -1.3 1.3 -4.0 0.02
C -4.5877 -0.1402 4.4311 2.2 0.8 -0.1 -0.42
O -3.3748 0.0877 4.2417 -3.4 -0.6 0.3 0.07
O -5.6096 0.1677 3.5459 1.3 -1.0 2.3 -0.01
C -5.3303 0.7529 2.2709 0.5 -0.3 -0.1 -0.05
H -5.8593 -2.1658 7.4216 -0.3 0.0 -0.1 0.08
H -5.7134 -0.5785 8.0840 0.5 0.2 0.1 0.09
H -4.6191 -1.9734 8.5508 0.2 0.5 0.2 0.08
H -3.6113 -2.0104 6.2727 -0.3 -0.2 -0.2 0.13
H -3.5093 -0.4033 6.9206 0.3 0.2 -0.4 0.12
H -4.8729 1.7398 2.3413 -0.4 0.1 0.3 0.09
H -6.3005 0.7462 1.7743 0.1 0.4 0.1 0.10
H -4.6533 0.1630 1.6529 0.1 -0.4 0.4 0.06
C -4.4441 -3.6545 -10.9767 -0.5 0.4 1.2 -0.06
C -3.5889 -4.0486 -9.7741 -0.2 -2.5 -2.1 -0.26
O -3.2398 -2.9916 -8.9451 0.6 1.4 0.5 0.06
C -3.3063 -3.2189 -7.6409 -0.9 0.8 1.5 -0.52
O -3.6904 -4.2558 -7.1520 0.7 1.0 0.4 0.12
O -2.9990 -2.0332 -6.9441 -0.5 -2.3 -2.4 -0.03
C -3.1679 -2.0482 -5.5390 0.7 -0.2 0.2 -0.07
H -4.7006 -4.5082 -11.6041 0.5 -0.1 0.0 0.08
H -3.9508 -2.8719 -11.5531 -0.3 0.0 0.0 0.08
H -5.4015 -3.3609 -10.5462 -0.1 0.7 -0.4 0.08
H -2.7274 -4.5329 -10.2339 0.7 0.3 0.5 0.12
H -4.0733 -4.8594 -9.2300 -0.1 0.3 0.2 0.12
H -2.5961 -2.8547 -5.0798 0.1 -0.1 0.0 0.09
H -4.2027 -2.1663 -5.2177 0.0 0.3 -0.2 0.10
H -2.6995 -1.0942 -5.2972 -0.5 0.0 0.6 0.09
C 2.2529 -3.9747 -4.0854 -1.2 -0.5 0.3 -0.06
C 1.8743 -2.9239 -5.1595 0.4 -0.2 1.9 -0.20
O 3.0100 -2.1563 -5.5295 1.5 1.1 -0.6 0.01
C 3.3485 -0.9696 -4.9167 -1.0 -1.3 -0.1 -0.55
O 2.6467 -0.4308 -4.1040 0.0 0.4 0.0 0.12
O 4.5271 -0.5644 -5.3625 0.0 -1.5 -0.3 0.01
C 4.9676 0.7768 -5.1880 -0.7 0.1 -0.4 -0.01
H 2.4913 -3.6870 -3.0614 0.8 1.0 -0.4 0.07
H 2.9317 -4.7612 -4.4151 0.2 0.4 -0.2 0.08
H 1.3428 -4.5043 -3.8039 -0.5 -0.3 -0.6 0.07
H 1.0978 -2.2614 -4.7771 -0.1 0.0 0.0 0.10
H 1.4909 -3.4623 -6.0262 0.3 0.3 -0.2 0.12
H 5.9667 0.8092 -5.6226 -0.1 0.0 0.3 0.10
H 4.9294 1.0923 -4.1454 0.1 0.0 -0.2 0.07
H 4.3025 1.3521 -5.8320 0.1 0.6 0.3 0.10
C 3.0571 2.6152 1.9534 0.1 -0.4 -0.1 -0.04
C 2.3041 2.6319 3.2850 -0.4 -0.8 -1.2 -0.19
O 3.2380 2.7365 4.3541 0.8 0.2 -0.1 0.06
C 3.0393 3.6381 5.2855 -1.9 0.7 0.3 -0.59
O 1.9782 4.2248 5.4490 1.5 -0.1 0.2 0.10
O 4.1424 3.7541 6.0206 0.9 -2.4 -1.5 0.01
C 4.3202 4.8597 6.7899 -1.2 2.4 1.3 -0.09
H 3.6316 1.6994 1.8144 -0.1 0.0 0.1 0.07
H 3.7532 3.4392 1.7965 0.0 0.2 0.5 0.08
H 2.3553 2.6831 1.1222 -0.3 -0.1 0.1 0.07
H 1.7976 1.6848 3.4711 0.0 -0.1 -0.3 0.11
H 1.5027 3.3668 3.2093 0.4 0.5 0.8 0.11
H 5.3410 5.0993 7.0878 0.2 -0.7 -0.6 0.10
H 3.7479 4.7643 7.7126 -0.1 0.2 0.1 0.10
H 3.9216 5.6932 6.2116 0.1 0.5 0.4 0.10